# 1
{"formula": "C40H73BF12IN6O23P2S", "method": "ωB97M-V/def2-TZVPD", "symbols": ["C", "C", "C", "I", "C", "C", "C", "N", "N", "P", "C", "O", "C", "O", "N", "O", "C", "F", "F", "C", "F", "F", "C", "C", "N", "C", "N", "B", "O", "O", "S", "O", "O", "C", "F", "F", "C", "F", "F", "C", "F", "F", "F", "C", "C", "C", "C", "F", "P", "N", "O", "H", "H", "H", "H", "H", "H", "H", "H", "H", "H", "H", "H", "H", "H", "H", "H", "H", "H", "H", "H", "H", "H", "H", "H", "H", "H", "H", "H", "H", "H", "H", "H", "H", "C", "C", "O", "C", "O", "O", "C", "H", "H", "H", "H", "H", "H", "H", "H", "C", "C", "O", "C", "O", "O", "C", "H", "H", "H", "H", "H", "H", "H", "H", "C", "C", "O", "C", "O", "O", "C", "H", "H", "H", "H", "H", "H", "H", "H", "C", "C", "O", "C", "O", "O", "C", "H", "H", "H", "H", "H", "H", "H", "H", "C", "C", "O", "C", "O", "O", "C", "H", "H", "H", "H", "H", "H", "H", "H"], "positions_angstrom": [[0.795, -3.162, 2.166], [-0.497, -2.501, 2.683], [-1.454, -1.516, 1.945], [-2.665, -0.797, 3.637], [-0.956, -0.354, 0.981], [0.436, 0.008, 1.523], [0.649, 0.408, 2.964], [1.823, 0.799, 3.258], [-1.743, 0.915, 0.941], [-1.484, 2.494, 1.637], [0.194, 3.123, 1.308], [-1.399, 2.275, 3.264], [-3.043, 0.857, 0.275], [-3.675, -0.289, 0.852], [-4.976, -0.694, 0.341], [-5.566, -1.209, 1.185], [-4.070, 2.037, 0.589], [-4.372, 1.903, 1.897], [-5.239, 1.665, -0.047], [-4.010, 3.588, 0.302], [-3.974, 4.271, 1.465], [-2.984, 4.004, -0.472], [-2.858, 0.528, -1.252], [-3.561, 1.478, -2.243], [-2.984, 1.499, -3.573], [-3.911, 1.320, -4.692], [-1.456, 0.029, -1.635], [-1.736, -0.987, -2.950], [-0.676, -1.196, -3.779], [-3.035, -1.273, -3.340], [-0.416, 1.445, -2.062], [0.817, 1.347, -1.352], [-1.165, 2.621, -1.776], [0.277, 1.554, -3.829], [-0.562, 1.315, -4.823], [1.242, 0.629, -3.907], [1.001, 2.951, -4.050], [0.717, 3.303, -5.314], [0.561, 3.921, -3.260], [2.562, 2.894, -3.970], [2.995, 2.350, -2.866], [3.056, 2.300, -5.018], [2.966, 4.142, -3.992], [-0.844, -0.899, -0.549], [0.621, -1.364, -0.813], [1.254, -2.135, -1.985], [2.651, -2.593, -1.550], [0.572, -3.263, -2.452], [-1.712, -2.456, -1.189], [-1.080, -3.754, -0.377], [-3.282, -2.490, -0.790], [0.968, -4.057, 2.766], [1.663, -2.529, 2.367], [0.844, -3.460, 1.126], [-1.147, -3.307, 3.035], [-0.199, -2.054, 3.634], [-2.277, -2.067, 1.498], [1.098, -0.847, 1.454], [0.959, 0.725, 0.895], [-0.110, 0.337, 3.735], [1.882, 1.017, 4.252], [0.181, 4.048, 1.899], [1.025, 2.535, 1.682], [0.295, 3.438, 0.273], [-0.941, 3.029, 3.658], [-4.940, 3.887, -0.188], [-3.424, -0.388, -1.334], [-3.559, 2.501, -1.882], [-4.619, 1.223, -2.282], [-2.437, 2.335, -3.717], [-4.588, 2.166, -4.820], [-4.522, 0.436, -4.501], [-3.349, 1.142, -5.611], [-0.835, -0.959, -4.700], [-3.271, -0.813, -4.155], [0.756, -2.061, 0.008], [1.356, -0.601, -0.601], [1.423, -1.486, -2.837], [3.041, -2.011, -0.716], [3.353, -2.484, -2.374], [2.643, -3.639, -1.243], [-1.603, -3.985, 0.461], [-0.964, -4.555, -0.985], [-3.817, -2.544, -1.599], [7.899, -7.310, -2.836], [7.095, -6.715, -1.702], [6.243, -5.640, -2.143], [5.153, -6.008, -2.806], [4.799, -7.132, -3.043], [4.496, -4.898, -3.169], [3.341, -5.154, -3.973], [8.473, -6.533, -3.342], [8.589, -8.059, -2.449], [7.252, -7.784, -3.571], [7.755, -6.261, -0.967], [6.496, -7.469, -1.192], [2.669, -5.856, -3.484], [3.636, -5.539, -4.947], [2.828, -4.204, -4.100], [3.474, 2.151, 10.313], [3.518, 1.440, 8.979], [2.249, 0.859, 8.628], [1.322, 1.713, 8.211], [1.454, 2.901, 8.067], [0.206, 1.024, 7.957], [-0.907, 1.835, 7.574], [3.118, 1.480, 11.094], [4.468, 2.507, 10.583], [2.800, 3.006, 10.283], [4.209, 0.601, 9.022], [3.852, 2.102, 8.180], [-0.649, 2.473, 6.731], [-1.242, 2.445, 8.410], [-1.700, 1.153, 7.282], [4.282, 0.460, 17.564], [4.401, -0.126, 16.174], [4.036, 0.818, 15.152], [4.936, 1.764, 14.899], [6.015, 1.880, 15.418], [4.437, 2.570, 13.959], [5.275, 3.688, 13.653], [3.276, 0.849, 17.726], [4.485, -0.307, 18.310], [4.986, 1.277, 17.708], [3.703, -0.952, 16.051], [5.404, -0.504, 15.981], [6.279, 3.366, 13.389], [5.314, 4.371, 14.499], [4.828, 4.193, 12.801], [-8.544, 1.481, -10.090], [-7.499, 2.340, -9.415], [-6.965, 1.716, -8.227], [-6.110, 0.729, -8.435], [-5.699, 0.324, -9.490], [-5.716, 0.245, -7.247], [-4.855, -0.891, -7.347], [-9.337, 1.225, -9.387], [-8.980, 2.019, -10.930], [-8.112, 0.553, -10.462], [-7.941, 3.269, -9.063], [-6.683, 2.592, -10.091], [-4.004, -0.684, -7.990], [-5.400, -1.757, -7.719], [-4.494, -1.102, -6.344], [1.894, 0.950, -7.664], [1.056, 2.157, -8.026], [0.259, 1.937, -9.200], [-0.814, 1.171, -9.041], [-1.186, 0.677, -8.000], [-1.425, 1.054, -10.215], [-2.564, 0.185, -10.191], [2.512, 0.650, -8.510], [2.545, 1.186, -6.822], [1.266, 0.103, -7.391], [1.698, 2.998, -8.280], [0.414, 2.465, -7.200], [-3.261, 0.493, -9.421], [-2.247, -0.844, -10.027], [-3.047, 0.267, -11.159]], "forces_ev_per_a": [[0.38, 0.24, 0.11], [0.30, -0.28, 0.40], [-0.97, 0.08, 0.29], [0.10, -0.04, 0.07], [0.58, 0.33, 0.30], [0.53, 0.02, -0.19], [0.68, 0.20, 0.46], [-0.37, 0.03, -0.15], [-0.20, 0.31, 0.19], [-0.39, 0.32, -0.40], [-0.05, 0.14, 0.35], [0.15, -0.09, 0.06], [0.75, -0.68, -0.62], [0.07, 0.43, 0.48], [-0.34, -0.18, -0.22], [0.15, -0.09, -0.18], [-0.29, 0.10, 0.67], [0.21, 0.08, 0.06], [0.13, 0.03, -0.33], [-0.05, 0.50, 0.25], [0.12, -0.11, -0.16], [-0.01, -0.08, -0.01], [-0.99, -0.37, 0.43], [0.01, 1.17, -0.31], [0.51, -0.51, -0.27], [0.08, -0.13, 0.24], [-0.33, 0.79, -0.31], [-0.11, -2.03, -0.21], [0.18, 1.01, -0.05], [-0.14, 0.44, 0.13], [0.97, 1.53, 1.23], [0.01, -0.76, -0.24], [-0.77, -0.32, -0.58], [0.58, -0.71, -0.33], [-0.35, 0.38, 0.09], [0.12, -0.07, 0.10], [-0.15, 0.01, -0.38], [-0.05, 0.16, 0.02], [-0.07, -0.03, 0.41], [-0.78, 0.81, 0.34], [0.24, -0.72, 0.82], [0.46, -0.93, -0.79], [0.31, 1.16, -0.03], [0.04, -0.73, 0.55], [0.23, -0.93, 0.38], [1.12, 0.60, -0.33], [0.00, -0.03, 0.12], [-0.22, 0.14, 0.12], [-0.26, 0.50, -0.37], [-0.15, 0.00, -0.13], [-0.03, -0.15, 0.06], [-0.10, -0.03, -0.04], [-0.01, 0.05, -0.09], [-0.26, -0.17, -0.05], [-0.18, 0.07, -0.24], [0.03, 0.20, -0.15], [0.27, -0.04, -0.43], [-0.24, -0.24, 0.00], [-0.30, 0.22, 0.06], [-0.29, -0.19, -0.27], [0.09, -0.06, 0.01], [0.01, 0.05, -0.08], [0.14, 0.02, -0.18], [0.07, -0.19, -0.08], [-0.01, -0.11, 0.13], [0.01, -0.31, -0.12], [0.11, -0.04, -0.16], [0.14, -0.11, 0.25], [0.12, -0.44, -0.06], [-0.25, 0.14, 0.09], [-0.04, -0.04, -0.13], [-0.23, 0.12, -0.05], [-0.01, 0.19, -0.05], [-0.01, -0.26, -0.04], [-0.10, -0.09, 0.00], [-0.15, -0.03, 0.11], [-0.27, 0.24, -0.26], [-0.51, 0.00, -0.12], [-0.04, 0.07, 0.00], [0.03, -0.15, 0.01], [-0.09, -0.01, 0.00], [0.06, -0.13, 0.01], [0.21, -0.05, 0.13], [0.01, 0.12, 0.06], [-0.10, 0.10, -0.20], [0.23, -0.23, 0.15], [0.01, 0.05, 0.02], [0.08, 0.03, 0.02], [-0.03, -0.02, 0.01], [-0.11, 0.01, -0.05], [-0.15, 0.07, -0.08], [0.07, -0.01, 0.06], [0.01, 0.01, 0.03], [-0.03, -0.06, 0.05], [-0.06, 0.13, -0.01], [-0.10, 0.00, -0.10], [0.06, -0.08, 0.00], [-0.01, -0.09, 0.02], [0.11, 0.07, 0.05], [-0.30, 0.02, 0.11], [0.38, 0.12, 0.07], [0.00, -0.05, 0.00], [0.02, -0.02, -0.01], [0.01, 0.02, -0.04], [-0.03, -0.02, -0.01], [-0.18, -0.03, -0.09], [0.11, -0.04, 0.02], [0.03, -0.05, -0.02], [0.05, 0.04, -0.08], [-0.12, -0.11, -0.03], [-0.14, 0.06, -0.02], [0.04, 0.07, 0.05], [0.07, 0.07, -0.01], [0.06, -0.10, 0.04], [-0.04, 0.23, -0.04], [0.06, -0.26, 0.21], [-0.05, -0.01, -0.03], [-0.06, -0.04, 0.01], [0.03, 0.00, 0.00], [0.05, 0.07, -0.05], [0.04, 0.14, -0.15], [-0.03, -0.08, 0.02], [-0.01, -0.03, -0.01], [0.06, -0.05, -0.01], [-0.06, 0.06, -0.11], [0.05, 0.13, -0.03], [0.03, -0.05, 0.10], [0.07, -0.03, 0.03], [-0.15, -0.08, 0.02], [0.03, -0.22, 0.13], [-0.16, 0.21, -0.29], [-0.02, -0.04, 0.06], [0.24, 0.01, 0.07], [-0.16, 0.04, -0.20], [-0.04, -0.04, 0.22], [0.15, -0.12, 0.01], [-0.04, 0.08, -0.02], [0.00, 0.03, 0.01], [0.05, 0.04, -0.05], [0.04, -0.03, 0.15], [0.07, -0.13, 0.03], [-0.04, -0.04, 0.02], [-0.02, 0.02, -0.07], [-0.13, 0.05, 0.07], [-0.03, -0.15, -0.08], [0.07, 0.09, 0.26], [0.00, -0.06, -0.06], [-0.01, 0.17, -0.12], [-0.03, -0.05, 0.13], [0.10, -0.10, 0.16], [-0.13, -0.05, -0.14], [0.05, 0.04, 0.02], [-0.05, -0.06, -0.19], [-0.05, 0.00, 0.03], [-0.04, 0.03, -0.12], [-0.04, -0.20, -0.34], [0.01, 0.05, -0.03], [0.00, 0.00, 0.06], [0.09, 0.09, -0.05]], "lowdin_charge": [-0.097, -0.326, -0.535, 1.087, -0.320, -0.157, -0.268, 0.124, -0.127, 0.976, -0.204, -0.325, -0.326, -0.201, 0.020, 0.141, -0.371, 0.096, 0.066, -0.326, 0.074, 0.040, -0.133, -0.141, -0.113, -0.072, -0.042, -0.836, 0.154, 0.107, 0.866, -0.220, -0.234, -0.407, 0.141, 0.121, -0.351, 0.151, 0.176, -0.621, 0.220, 0.207, 0.217, -0.246, -0.145, -0.347, -0.003, -0.046, 1.032, -0.055, -0.203, 0.087, 0.077, 0.037, 0.093, 0.059, 0.022, 0.088, 0.093, 0.045, 0.058, 0.058, 0.024, 0.034, 0.068, 0.172, 0.097, 0.103, 0.143, 0.103, 0.105, 0.079, 0.090, 0.135, 0.077, 0.070, 0.104, 0.117, 0.093, 0.083, 0.094, 0.079, 0.083, 0.090, -0.063, -0.204, 0.039, -0.612, 0.130, -0.015, -0.043, 0.083, 0.083, 0.075, 0.123, 0.124, 0.098, 0.102, 0.077, -0.062, -0.204, 0.040, -0.617, 0.121, 0.002, -0.037, 0.087, 0.078, 0.078, 0.123, 0.123, 0.085, 0.102, 0.090, -0.065, -0.209, 0.036, -0.614, 0.126, -0.004, -0.042, 0.082, 0.081, 0.075, 0.121, 0.124, 0.096, 0.099, 0.087, -0.061, -0.197, 0.046, -0.605, 0.121, -0.004, -0.029, 0.084, 0.085, 0.075, 0.124, 0.125, 0.071, 0.109, 0.073, -0.050, -0.202, 0.054, -0.604, 0.092, 0.026, -0.028, 0.090, 0.059, 0.073, 0.132, 0.095, 0.056, 0.106, 0.104], "e_tot_ev": -169487.7889, "largest_force_ha_per_bohr": 0.04252, "total_charge": 1, "multiplicity": 1, "homo_lumo_gap_ev": 7.43}

=====

# 2
{"formula": "C2H7IN", "method": "ωB97M-V/def2-TZVPD", "symbols": ["C", "C", "N", "I", "H", "H", "H", "H", "H", "H", "H"], "positions_angstrom": [[1.195, 0.046, -0.491], [-0.433, -0.180, 1.286], [0.532, 0.452, 0.756], [-4.203, -0.229, -0.286], [0.421, -0.265, -1.114], [1.795, 0.910, -0.930], [1.888, -0.704, -0.299], [-0.955, 0.244, 2.066], [-0.965, -1.082, 0.786], [-4.384, -1.781, -0.654], [0.962, 1.236, 1.253]], "forces_ev_per_a": [[0.83, 2.78, -0.01], [-1.08, -1.60, -2.84], [0.78, -0.27, 0.35], [0.10, 0.02, 0.03], [-0.93, -0.56, -1.40], [-1.17, -0.98, 0.62], [1.12, -1.56, 0.43], [-0.61, 0.73, 2.19], [1.43, 1.54, 0.68], [0.00, -0.01, 0.00], [-0.46, -0.06, -0.05]], "lowdin_charge": [0.017, 0.154, 0.016, 0.404, 0.082, 0.144, 0.086, 0.092, 0.145, -0.328, 0.187], "e_tot_ev": -11770.1808, "de_lowest_ev": 0.696, "largest_force_ha_per_bohr": 0.06685, "total_charge": 1, "multiplicity": 1, "homo_lumo_gap_ev": 7.86}